[1]
Formula: C19H55FNaO9S8
Source: the Open Molecules 2025 dataset
Level of theory: ωB97M-V/def2-TZVPD

Computed properties:
* total charge: -1
* largest force on an atom: 3.35 eV/A
* Kohn-Sham gap: 0.199 hartree
* calculated total energy: -4881.374946 a.u.
* HOMO: -3.56 eV

Geometry as XYZ:
```
93
Properties=species:S:1:pos:R:3:mulliken_charge:R:1
Na -0.051 4.493 2.701 0.7498
F 1.613 3.379 4.410 -0.8966
C 0.976 1.163 1.570 -1.0191
C -0.390 1.670 1.071 1.2252
C -1.072 0.468 0.359 -0.9151
O -1.162 2.108 2.185 -1.0060
H 0.908 0.508 2.438 0.4428
H 1.590 1.955 1.998 0.3061
H 1.689 0.665 0.912 -0.0069
H -0.229 2.486 0.367 -0.4285
H -0.493 0.119 -0.496 0.0087
H -2.075 0.823 0.123 0.2397
H -1.213 -0.417 0.979 0.2517
C -3.355 1.710 -4.720 -1.1371
S -2.217 1.434 -3.291 0.6896
O -0.867 0.970 -3.753 -0.5575
C -2.203 3.213 -2.864 -0.8073
H -2.764 2.328 -5.396 0.3340
H -4.362 2.107 -4.588 0.3682
H -3.472 0.738 -5.199 0.3113
H -1.552 3.251 -1.990 0.0023
H -3.235 3.382 -2.557 0.4306
H -1.842 3.931 -3.600 0.3685
C -6.303 -0.304 4.326 -1.1069
S -4.804 0.714 3.885 0.4585
O -3.805 0.447 5.018 -0.5624
C -4.639 -0.182 2.224 -0.7086
H -6.930 0.212 5.054 0.3935
H -6.422 -1.327 4.683 0.3354
H -7.058 -0.099 3.567 0.3613
H -3.640 0.137 1.929 0.0506
H -5.431 0.084 1.524 0.4765
H -4.708 -1.269 2.176 0.2701
C 1.306 5.066 -1.978 -0.5143
S 1.164 5.944 -0.329 0.4379
O -0.084 5.299 0.235 -0.5889
C 2.561 5.081 0.631 -0.6131
H 1.277 3.977 -2.010 -0.0842
H 2.160 5.416 -2.557 0.3971
H 0.374 5.269 -2.504 0.3304
H 3.427 5.698 0.390 0.3770
H 2.767 4.040 0.383 0.0057
H 2.273 4.892 1.666 0.3585
C 1.553 -2.735 -0.353 -0.3053
S 3.240 -3.056 0.275 0.6330
O 3.144 -3.034 1.772 -0.6166
C 2.949 -4.780 -0.175 -1.0188
H 1.498 -1.647 -0.327 -0.2086
H 0.814 -3.207 0.293 0.2084
H 1.542 -3.015 -1.406 0.3995
H 2.928 -5.031 -1.236 0.3603
H 2.048 -5.054 0.374 0.2019
H 3.633 -5.551 0.179 0.3584
C -2.361 -5.734 3.714 -0.9255
S -1.466 -4.701 2.620 0.5388
O -1.272 -5.442 1.276 -0.6583
C -2.810 -3.503 2.223 -0.9730
H -1.788 -6.660 3.752 0.3294
H -3.393 -5.894 3.402 0.2715
H -2.423 -5.278 4.702 0.3555
H -3.761 -3.970 1.965 0.4945
H -2.474 -2.850 1.418 0.0529
H -3.128 -2.929 3.094 0.4879
C -1.153 -2.590 -4.071 -0.7374
S -2.986 -2.386 -3.741 0.5031
O -3.611 -3.760 -3.931 -0.6779
C -2.659 -2.251 -1.915 -0.6902
H -0.892 -2.179 -5.046 0.3659
H -0.759 -3.597 -4.209 0.3901
H -0.551 -2.016 -3.366 0.0521
H -1.816 -1.618 -1.639 -0.1068
H -2.560 -3.270 -1.540 0.4928
H -3.553 -1.902 -1.398 0.4185
C 2.691 0.711 -4.543 -0.6677
S 3.495 1.883 -3.335 0.3345
O 3.108 3.334 -3.623 -0.5793
C 2.959 1.248 -1.674 -0.4262
H 3.255 0.710 -5.475 0.3830
H 1.689 1.083 -4.758 0.1277
H 2.649 -0.281 -4.093 0.2383
H 1.921 1.544 -1.822 -0.0228
H 3.526 1.809 -0.931 0.0686
H 3.102 0.186 -1.471 0.4931
C 4.259 0.224 2.817 -0.4605
S 5.690 0.039 1.649 0.5058
O 5.454 1.201 0.734 -0.5996
C 6.982 0.738 2.790 -1.0611
H 4.335 -0.561 3.569 0.4280
H 3.326 0.018 2.293 -0.2342
H 4.137 1.253 3.157 0.4287
H 7.962 0.923 2.349 0.3569
H 7.098 0.215 3.739 0.3479
H 6.719 1.784 2.948 0.3146
```

[2]
Formula: C3H6OSi
Source: the Open Molecules 2025 dataset
Level of theory: ωB97M-V/def2-TZVPD

Computed properties:
* largest force on an atom: 10.67 eV/A
* 2S+1: 3
* Kohn-Sham gap (spin up / spin down): 0.210 / 0.237 hartree
* calculated total energy: -482.330142 a.u.
* energy relative to the best compared isomer or geometry (same formula, charge and spin): 83.3 kcal/mol
* HOMO (spin up / spin down): -4.91 / -10.28 eV
* ⟨S²⟩: 2.0065

Geometry as XYZ:
```
11
Properties=species:S:1:pos:R:3:mulliken_charge:R:1
C -2.197 0.767 -0.153 -0.3528
C -1.495 -0.196 0.055 0.0944
C -0.615 -1.337 0.232 -0.3424
O 0.718 -0.800 -0.324 -0.2054
Si 1.691 0.458 -0.104 0.3168
H -2.757 1.641 -0.326 0.4110
H -0.895 -2.099 -0.595 0.2454
H -0.591 -1.556 1.317 0.2849
H 0.932 1.675 0.234 -0.1596
H 2.437 1.033 -1.233 -0.1477
H 2.772 0.413 0.899 -0.1446
```

[3]
Formula: C3H8N4
Source: the Open Molecules 2025 dataset
Level of theory: ωB97M-V/def2-TZVPD

Computed properties:
* largest force on an atom: 5.55 eV/A
* Kohn-Sham gap: 0.330 hartree
* calculated total energy: -337.942151 a.u.
* energy relative to the best compared isomer or geometry (same formula, charge and spin): 132.8 kcal/mol
* HOMO: -8.28 eV

Geometry as XYZ:
```
15
Properties=species:S:1:pos:R:3:mulliken_charge:R:1
C 0.353 0.548 -1.054 0.2072
C -0.986 1.031 -1.077 -1.2684
C 0.101 -0.382 2.253 -0.7471
N 1.364 -1.688 -0.773 -0.5822
N 1.144 -1.579 0.379 0.0056
N 0.689 -0.587 -1.650 -0.2125
N 0.627 -0.581 0.905 0.0234
H 1.151 1.299 -0.713 0.2860
H -1.820 0.388 -0.962 0.3782
H -1.120 1.456 -2.044 0.4141
H -1.161 1.968 -0.520 0.3445
H 0.804 -0.750 2.943 0.3250
H 0.050 0.654 2.307 0.2570
H -0.991 -0.791 2.162 0.2353
H -0.206 -0.987 -2.157 0.3338
```

[4]
Formula: C5H12N
Source: the Open Molecules 2025 dataset
Level of theory: ωB97M-V/def2-TZVPD

Computed properties:
* total charge: +1
* largest force on an atom: 2.59 eV/A
* Kohn-Sham gap: 0.389 hartree
* calculated total energy: -252.150311 a.u.
* energy relative to the best compared isomer or geometry (same formula, charge and spin): 50.7 kcal/mol
* structure (SMILES): C=C([NH3+])CCC
* HOMO: -14.28 eV

Geometry as XYZ:
```
18
Properties=species:S:1:pos:R:3:mulliken_charge:R:1
C -1.500 0.943 -0.146 -0.7501
C -0.456 0.617 0.600 0.3612
N -0.666 0.727 2.104 -0.3263
C 0.956 0.249 0.295 -0.8004
C 1.290 -0.615 -0.960 -0.4571
C 0.109 -1.263 -1.716 -1.1715
H -2.511 1.133 0.264 0.2740
H -1.455 0.726 -1.218 0.2861
H -1.094 1.617 2.347 0.3858
H -1.338 0.059 2.531 0.3406
H 0.237 0.559 2.535 0.3582
H 1.582 1.116 0.365 0.4530
H 1.475 -0.245 1.147 0.4416
H 2.097 -1.313 -0.721 0.3705
H 1.815 -0.070 -1.786 0.3169
H 0.314 -2.224 -2.203 0.3199
H -0.674 -1.328 -0.860 0.3280
H -0.180 -0.687 -2.576 0.2695
```

[5]
Formula: C35H47BaCl2N5O2SSi
Source: the Open Molecules 2025 dataset
Level of theory: ωB97M-V/def2-TZVPD

Computed properties:
* largest force on an atom: 0.32 eV/A
* Kohn-Sham gap: 0.234 hartree
* calculated total energy: -3419.766973 a.u.
* energy relative to the best compared isomer or geometry (same formula, charge and spin): 19.2 kcal/mol
* HOMO: -6.33 eV

Geometry as XYZ:
```
94
Properties=species:S:1:pos:R:3:mulliken_charge:R:1
Ba -0.911 0.037 0.977 1.5333
C 0.896 -0.683 4.426 -1.1276
C 1.799 0.159 3.529 -0.9576
N 1.701 -0.167 2.099 0.2829
C 2.357 -1.388 1.615 0.4575
C 1.831 -2.733 2.112 -1.1232
S 0.045 -3.085 1.944 0.0845
C -0.474 -3.271 3.674 -0.9038
C -1.147 -2.027 4.263 -0.7426
N -0.453 -0.811 3.904 0.5814
H 1.323 -1.678 4.541 0.2986
H 0.920 -0.233 5.429 0.4361
H 1.506 1.208 3.625 0.3863
H 2.830 0.070 3.902 0.3831
H 2.168 0.591 1.610 0.0641
H 2.256 -1.370 0.531 -0.7737
H 3.434 -1.379 1.844 0.2506
H 2.345 -3.493 1.522 0.5713
H 2.100 -2.913 3.151 0.5643
H -1.182 -4.101 3.701 0.5060
H 0.391 -3.587 4.257 0.4377
H -2.161 -1.953 3.866 0.3091
H -1.233 -2.180 5.351 0.3210
H -0.992 0.027 4.100 0.0276
Cl -1.979 7.361 4.522 -0.2441
C -1.789 5.690 4.070 0.1867
C -1.572 4.730 5.072 -0.6289
C -1.428 3.415 4.733 0.5366
Cl -1.152 2.230 5.973 -0.2195
C -1.484 2.937 3.377 -0.6966
O -1.358 1.712 3.106 -0.1761
C -1.690 3.962 2.396 0.7714
C -1.748 3.645 0.997 -0.4295
O -1.585 2.552 0.465 -0.4780
C -1.846 5.311 2.763 -0.9550
H -1.519 5.031 6.109 0.4547
H -1.960 4.516 0.346 0.3011
H -2.009 6.052 1.989 0.3733
C -0.196 -1.840 -1.175 -1.3211
Si 0.804 -1.261 -2.550 -0.0581
C 0.548 0.599 -2.884 -1.0640
N 0.417 1.530 -1.758 0.8368
C 1.624 1.676 -0.936 0.8326
C 2.495 2.894 -1.291 -1.0646
C 2.429 3.192 -2.786 -0.5432
C 0.975 3.502 -3.193 -0.7259
C -0.019 2.852 -2.218 -0.7836
C 0.496 -1.900 -4.322 0.6447
C 1.513 -2.384 -5.149 -0.1554
C 1.250 -2.832 -6.438 -0.7085
C -0.045 -2.805 -6.933 -0.4329
C -1.074 -2.334 -6.129 -0.6956
C -0.802 -1.893 -4.842 -0.4958
C 2.634 -1.649 -2.213 0.6071
C 2.985 -2.839 -1.568 -0.5205
C 4.311 -3.161 -1.308 -0.5027
C 5.327 -2.296 -1.693 -0.5679
C 5.006 -1.119 -2.356 -0.7774
C 3.676 -0.810 -2.615 -0.0885
H 0.087 -2.841 -0.837 0.0016
H -1.280 -1.857 -1.371 0.5308
H -0.415 0.614 -3.409 0.6041
H 1.278 0.935 -3.637 0.3032
H 2.206 0.757 -1.020 -0.5189
H 1.323 1.792 0.116 -0.3865
H 3.518 2.717 -0.954 0.4412
H 2.133 3.771 -0.748 0.3892
H 2.797 2.328 -3.343 0.0256
H 3.085 4.026 -3.040 0.5302
H 0.793 3.150 -4.210 0.2986
H 0.800 4.581 -3.200 0.4666
H -1.008 2.767 -2.672 0.5059
H -0.136 3.482 -1.336 0.0125
H 2.532 -2.414 -4.778 0.2832
H 2.058 -3.203 -7.057 0.3857
H -0.254 -3.151 -7.938 0.3653
H -2.090 -2.318 -6.505 0.3836
H -1.622 -1.547 -4.220 0.2915
H 2.206 -3.528 -1.262 0.4606
H 4.553 -4.090 -0.807 0.4007
H 6.362 -2.542 -1.490 0.3772
H 5.791 -0.443 -2.674 0.4196
H 3.447 0.107 -3.147 0.3937
C -6.496 -2.194 0.135 -0.9137
N -5.954 -1.185 1.036 0.0335
C -6.875 -0.487 1.923 -0.9048
C -4.661 -1.152 1.278 0.3261
N -3.525 -1.116 1.486 -0.4635
H -6.996 -2.986 0.698 0.3065
H -5.693 -2.629 -0.453 0.3286
H -7.216 -1.730 -0.539 0.3106
H -7.378 -1.190 2.591 0.3074
H -7.625 0.035 1.329 0.3125
H -6.329 0.240 2.518 0.3133
```

[6]
Formula: C3H6N2O2
Source: the Open Molecules 2025 dataset
Level of theory: ωB97M-V/def2-TZVPD

Computed properties:
* largest force on an atom: 0.91 eV/A
* Kohn-Sham gap: 0.323 hartree
* calculated total energy: -377.850632 a.u.
* energy relative to the best compared isomer or geometry (same formula, charge and spin): 68.2 kcal/mol
* structure (SMILES): [H]/N=C/O/C=C(\N)O
* HOMO: -7.85 eV

Geometry as XYZ:
```
13
Properties=species:S:1:pos:R:3:mulliken_charge:R:1
H -0.829 -2.118 -1.777 0.2015
N -0.582 -1.314 -1.211 -0.6971
C -1.605 -0.860 -0.613 0.2700
O -1.575 0.212 0.167 -0.3712
C -0.432 1.016 0.136 -0.6402
C 0.794 0.681 0.624 0.6362
N 1.355 -0.534 0.819 -0.4312
O 1.538 1.758 0.976 -0.5125
H -2.624 -1.253 -0.641 0.3698
H -0.466 1.802 -0.611 0.2746
H 2.307 -0.577 1.154 0.2746
H 1.065 -1.217 0.125 0.2229
H 0.798 2.391 1.056 0.4027
```